[1]
Below is a cluster of 2 separate species, C2H10NS3 in total, with properties calculated with ωB97M-V/def2-TZVPD.

For the HOMO energy, the calculation gives -12.17 eV. As for the LUMO energy: -4.0 eV. As for the charge: +1. The HOMO-LUMO gap comes out at 0.30058 Eh. Its spin multiplicity is 1.

Structure (XYZ):
```
16
C2H10NS3 | the Open Molecules 2025 dataset | ωB97M-V/def2-TZVPD
S -1.262 0.019 -3.692
S 1.971 0.450 -0.971
S -2.840 0.703 -2.492
N -0.077 -0.898 2.315
C 0.783 0.388 0.424
C 1.027 -0.829 1.284
H -3.071 1.849 -3.169
H 1.222 1.257 -1.734
H -0.207 0.300 -0.029
H -0.087 -0.089 2.939
H -0.285 0.748 -3.156
H -0.984 -0.950 1.840
H 0.871 1.321 0.978
H 0.983 -1.754 0.717
H -0.014 -1.718 2.924
H 1.971 -0.797 1.823
```


[2]
Below is an isolated molecule of C4H10OS, with properties calculated with ωB97M-V/def2-TZVPD.

For the HOMO energy, the calculation gives -9.08 eV. Its structure (SMILES) is OCCCCS. As for the LUMO energy: 0.9 eV. The HOMO-LUMO gap comes out at 0.36734 Eh. Its spin multiplicity is 1.

Structure (XYZ):
```
16
C4H10OS | the Open Molecules 2025 dataset | ωB97M-V/def2-TZVPD
S -3.283 0.612 -0.457
O 2.936 -0.394 0.903
C -0.623 0.407 0.066
C 0.647 -0.427 0.214
C 1.885 0.437 0.377
C -1.809 -0.443 -0.419
H 0.773 -1.033 -0.680
H 1.714 1.278 1.054
H -1.935 -1.302 0.249
H 2.197 0.814 -0.596
H -1.571 -0.871 -1.392
H 3.793 -0.028 0.629
H -0.860 0.879 1.024
H -3.982 -0.039 -1.383
H 0.598 -1.101 1.068
H -0.480 1.211 -0.660
```


[3]
Below is a structure of composition C14H15N3O3PtS2, with properties calculated with ωB97M-V/def2-TZVPD.

For the HOMO energy (alpha / beta), the calculation gives -13.68 / -13.68 eV. As for the LUMO energy (alpha / beta): -8.1 / -11.2 eV. As for the charge: +2. The HOMO-LUMO gap (alpha / beta) comes out at 0.20525 / 0.08942 Eh. Its spin multiplicity is 3. Its expectation value of S² is 2.04.

Structure (XYZ):
```
38
C14H15N3O3PtS2 | the Open Molecules 2025 dataset | ωB97M-V/def2-TZVPD
Pt -0.975 0.287 2.386
S 1.227 -2.747 4.667
S 1.467 3.694 3.382
O 0.064 1.278 -2.407
O -1.809 -2.428 -1.870
O 0.169 -2.839 -2.881
N -0.685 -0.782 -3.228
N 0.401 -0.861 3.125
N 0.545 1.447 2.644
C 0.712 -2.384 -4.133
C 0.666 2.734 2.209
C -1.974 1.193 -3.721
C 1.280 1.136 3.819
C -0.253 -3.064 2.258
C 0.169 3.225 0.929
C -0.833 0.638 -2.971
C 1.750 2.303 4.395
C 0.419 -2.224 3.234
C 1.719 -1.120 5.012
C 0.044 -1.077 -4.445
C 1.249 -0.227 4.074
C -0.876 -2.014 -2.531
C -2.468 2.398 -3.337
H 2.167 2.311 5.377
H -0.296 2.484 0.270
H -0.541 -2.485 1.376
H 1.027 3.703 0.419
H -0.676 -1.171 -5.268
H 2.253 -0.813 5.899
H -1.129 -3.526 2.735
H -3.123 2.974 -3.985
H -2.208 2.775 -2.351
H 0.706 -0.255 -4.687
H 0.425 -3.889 1.980
H -2.360 0.632 -4.593
H -0.519 4.056 1.165
H 0.474 -3.104 -4.935
H 1.793 -2.258 -4.013
```


[4]
Below is a cluster of 2 separate species, C3H5NOS in total, with properties calculated with ωB97M-V/def2-TZVPD.

For the HOMO energy, the calculation gives -8.53 eV. As for the LUMO energy: 0.1 eV. The HOMO-LUMO gap comes out at 0.31707 Eh. Its spin multiplicity is 1.

Structure (XYZ):
```
11
C3H5NOS | the Open Molecules 2025 dataset | ωB97M-V/def2-TZVPD
S -1.909 1.620 3.110
O -1.346 1.226 -0.173
N -0.510 0.337 0.542
C -2.502 2.550 2.031
C -0.808 -0.071 1.689
C 0.690 0.187 -0.276
H -1.632 2.009 0.369
H 1.252 1.126 -0.160
H 1.410 -0.660 0.039
H 0.228 -0.690 1.935
H 0.448 -0.164 -1.270
```


[5]
Below is a cluster of 2 separate species, C4H9S in total, with properties calculated with ωB97M-V/def2-TZVPD.

For the HOMO energy, the calculation gives -2.07 eV. As for the LUMO energy: 3.8 eV. As for the charge: -1. The HOMO-LUMO gap comes out at 0.21415 Eh. Its spin multiplicity is 1.

Structure (XYZ):
```
14
C4H9S | the Open Molecules 2025 dataset | ωB97M-V/def2-TZVPD
S 2.559 0.455 1.556
C 1.225 1.499 2.266
C -0.898 0.621 -1.170
C -1.156 -0.636 -1.511
C -0.458 -1.864 -1.025
H -0.869 -2.736 -1.544
H 1.312 1.671 3.345
H -1.778 -0.757 -2.397
H 0.591 -1.848 -1.306
H 0.235 1.062 2.095
H -0.378 0.780 -0.228
H -0.513 -2.122 0.030
H -1.136 1.404 -1.878
H 1.264 2.471 1.767
```


[6]
Below is the ion C3H3N2S with charge +1, with properties calculated with ωB97M-V/def2-TZVPD.

For the HOMO energy (alpha / beta), the calculation gives -15.25 / -15.25 eV. Its structure (SMILES) is Sn1c#[n+]cc1. As for the LUMO energy (alpha / beta): -8.9 / -8.9 eV. As for the charge: +1. The HOMO-LUMO gap (alpha / beta) comes out at 0.23508 / 0.23505 Eh. Its spin multiplicity is 1.

Structure (XYZ):
```
9
C3H3N2S | the Open Molecules 2025 dataset | ωB97M-V/def2-TZVPD
S -1.773 -1.480 -0.526
N -0.755 -0.241 -0.038
N 0.223 1.748 0.344
C 1.272 0.895 0.057
C 0.769 -0.335 -0.228
C -0.789 1.063 0.181
H 1.193 -1.282 -0.491
H -2.431 -1.611 0.646
H 2.290 1.243 0.055
```


[7]
Below is an isolated molecule of C9H9FO, with properties calculated with ωB97M-V/def2-TZVPD.

For the HOMO energy, the calculation gives -8.32 eV. Its structure (SMILES) is C=C(F)c1occc1/C=C/C. As for the LUMO energy: 1.0 eV. The HOMO-LUMO gap comes out at 0.34196 Eh. Its spin multiplicity is 1.

Structure (XYZ):
```
20
C9H9FO | the Open Molecules 2025 dataset | ωB97M-V/def2-TZVPD
F 1.477 -2.247 0.013
O 2.114 1.469 0.140
C -0.011 2.000 -0.144
C -2.208 -0.143 0.348
C 2.263 -1.197 -0.021
C 1.422 0.296 0.062
C 1.234 2.489 0.011
C -1.046 -0.330 -0.285
C 3.582 -1.215 0.132
C -3.411 -1.008 -0.053
C 0.072 0.559 -0.040
H -3.701 -1.704 0.841
H -4.230 -0.429 -0.072
H 4.038 -2.126 0.140
H -0.786 2.709 -0.300
H 1.561 3.453 -0.072
H -0.837 -1.094 -1.097
H -3.393 -1.632 -0.927
H 4.254 -0.417 0.134
H -2.395 0.569 1.191
```


The energy relative to the best compared isomer or geometry (same formula, charge and spin) results, record by record, are as follows: 42.16 22.70 418.48 703.35 98.53 401.74 236.82 kJ/mol.